Here is a cluster of 2 separate species, C4H11NO in total at a distorted geometry from the Open Molecules 2025 dataset. Energies are from ωB97M-V with the def2-TZVPD basis set.

```
! wB97M-V def2-TZVPD RIJCOSX def2/J DEFGRID3
* xyz 0 1
C 0.70 -3.08 0.35
C 1.54 -2.12 -0.03
O 1.33 -1.17 -0.96
H 1.13 -3.90 0.91
H -0.30 -3.15 -0.07
H 2.53 -2.10 0.40
H 0.36 -1.07 -1.09
C -0.44 2.59 0.47
C -0.96 1.64 -0.57
N -0.83 0.24 -0.14
H 0.61 2.45 0.72
H -0.52 3.66 0.24
H -0.98 2.45 1.41
H -2.01 1.80 -0.85
H -0.47 1.76 -1.53
H -1.65 -0.19 0.25
H -0.05 0.19 0.50
*
```

The structure (SMILES) is C=CO.CCN. Its LUMO energy is 1.031 eV. As for the molecular weight: 89.1 g mol⁻¹. The electronic energy comes out at -7862.9097 eV. As for the gap between HOMO and LUMO: 9.77 eV. Its energy above the lowest of the compared OMol25 structures with the same formula, charge and spin is 37.91 kcal/mol.



Here is a cluster of 2 separate species, C4H11NO in total at a distorted geometry from the Open Molecules 2025 dataset. Energies are from ωB97M-V with the def2-TZVPD basis set.

```
! wB97M-V def2-TZVPD RIJCOSX def2/J DEFGRID3
* xyz 0 1
C -0.17 -1.05 0.73
C 1.17 -0.59 0.20
N 1.71 -1.55 -0.72
O 2.11 -0.36 1.25
H -0.68 -0.14 1.18
H -0.05 -1.88 1.41
H -0.82 -1.35 -0.10
H 1.01 0.37 -0.36
H 1.84 -2.44 -0.25
H 2.62 -1.25 -1.06
H 1.69 0.18 1.93
C -1.31 1.84 -0.23
C -2.17 1.49 -1.17
H -1.64 2.07 0.78
H -0.25 2.04 -0.46
H -3.20 1.26 -0.94
H -1.87 1.36 -2.20
*
```

The structure (SMILES) is C[C@H](N)O.C=C. Its LUMO energy is 0.981 eV. As for the molecular weight: 89.1 g mol⁻¹. The electronic energy comes out at -7862.8646 eV. As for the gap between HOMO and LUMO: 10.90 eV. Its energy above the lowest of the compared OMol25 structures with the same formula, charge and spin is 38.95 kcal/mol.



Here is a cluster of 2 separate species, C4H11NO in total at a distorted geometry from the Open Molecules 2025 dataset. Energies are from ωB97M-V with the def2-TZVPD basis set.

```
! wB97M-V def2-TZVPD RIJCOSX def2/J DEFGRID3
* xyz 0 1
C -1.62 -2.84 -0.14
C -0.33 -2.61 -0.39
O 0.30 -2.74 -1.59
H -2.02 -2.39 0.75
H -2.24 -3.31 -0.89
H 0.33 -2.33 0.41
H -0.19 -3.36 -2.14
C -0.14 3.62 0.72
C 0.86 2.57 0.22
N 0.82 1.39 1.08
H -0.52 3.55 1.74
H 0.23 4.63 0.53
H -0.99 3.62 0.03
H 0.61 2.19 -0.77
H 1.84 3.05 0.13
H 0.36 1.56 1.91
H 1.69 0.89 1.15
*
```

The structure (SMILES) is C=CO.CCN. Its LUMO energy is 1.042 eV. As for the molecular weight: 89.1 g mol⁻¹. The electronic energy comes out at -7862.2986 eV. As for the gap between HOMO and LUMO: 9.88 eV. Its energy above the lowest of the compared OMol25 structures with the same formula, charge and spin is 52.00 kcal/mol.



Here is a cluster of 2 separate species, C4H11NO in total at a distorted geometry from the Open Molecules 2025 dataset. Energies are from ωB97M-V with the def2-TZVPD basis set.

```
! wB97M-V def2-TZVPD RIJCOSX def2/J DEFGRID3
* xyz 0 1
C 0.47 -2.68 -0.86
C 0.15 -1.88 0.38
N 1.11 -1.95 1.42
O -0.92 -1.44 0.75
H -0.51 -2.79 -1.34
H 0.74 -3.69 -0.55
H 1.29 -2.24 -1.42
H 0.83 -1.66 2.33
H 2.09 -2.02 1.20
C -0.81 2.73 0.47
C -0.52 2.38 -0.95
H -0.81 1.91 1.20
H -0.09 3.38 0.97
H -1.80 3.19 0.55
H -1.25 2.03 -1.68
H 0.12 1.48 -1.01
H -0.09 3.25 -1.47
*
```

The structure (SMILES) is CC(N)=O.CC. Its LUMO energy is 0.834 eV. As for the molecular weight: 89.1 g mol⁻¹. The electronic energy comes out at -7863.7117 eV. As for the gap between HOMO and LUMO: 10.70 eV. Its energy above the lowest of the compared OMol25 structures with the same formula, charge and spin is 19.41 kcal/mol.



Here is an isolated molecule of C4H11NO at a distorted geometry from the Open Molecules 2025 dataset. Energies are from ωB97M-V with the def2-TZVPD basis set.

```
! wB97M-V def2-TZVPD RIJCOSX def2/J DEFGRID3
* xyz 0 1
N 1.67 -0.88 -1.21
C 1.27 -0.87 0.21
C 0.66 0.54 0.52
C -0.53 0.83 -0.45
C -1.79 0.15 0.05
O -2.29 0.69 1.26
H 2.43 -1.54 -1.35
H 2.15 0.01 -1.29
H 2.19 -0.97 0.82
H 0.62 -1.68 0.57
H 0.43 0.44 1.59
H 1.44 1.31 0.36
H -0.63 1.89 -0.66
H -0.21 0.33 -1.36
H -2.54 0.24 -0.74
H -1.68 -0.93 0.23
H -3.19 0.45 1.45
*
```

The structure (SMILES) is NCCCCO. Its LUMO energy is 1.037 eV. As for the molecular weight: 89.1 g mol⁻¹. The electronic energy comes out at -7863.2192 eV. As for the gap between HOMO and LUMO: 10.49 eV. Its energy above the lowest of the compared OMol25 structures with the same formula, charge and spin is 30.77 kcal/mol.



Here is a cluster of 2 separate species, C4H11NO in total at a distorted geometry from the Open Molecules 2025 dataset. Energies are from ωB97M-V with the def2-TZVPD basis set.

```
! wB97M-V def2-TZVPD RIJCOSX def2/J DEFGRID3
* xyz 0 1
C 1.10 2.27 0.70
C 0.81 1.03 0.35
C 0.40 -0.04 1.30
N -0.90 -0.62 1.02
C -1.33 -1.96 1.39
H 1.51 2.97 0.00
H 0.77 2.75 1.62
H 0.75 0.83 -0.72
H 0.43 0.38 2.32
H 1.16 -0.82 1.21
H -1.58 0.07 1.28
H -0.99 -2.66 0.63
H -2.37 -1.88 1.65
H -0.70 -2.33 2.22
O 0.26 0.38 -4.92
H -0.40 -0.32 -4.92
H 1.10 -0.04 -5.12
*
```

The structure (SMILES) is C=CCNC.O. Its LUMO energy is 0.951 eV. As for the molecular weight: 89.1 g mol⁻¹. The electronic energy comes out at -7862.2309 eV. As for the gap between HOMO and LUMO: 9.35 eV. Its energy above the lowest of the compared OMol25 structures with the same formula, charge and spin is 53.56 kcal/mol.